(1)
{"formula": "C10H45NO12", "method": "the ωB97M-V functional and the def2-TZVPD basis", "mol_weight_g_mol": 371.5, "de_lowest_kj_mol": 0.0, "total_charge": 0, "e_tot_ha": -1365.524128, "e_homo_ha": -0.34627, "orbital_gap_ev": 9.14, "smiles": "COC[C@H](C)N.CCO.CCO.CCO.O.O.O.O.O.O.O.O", "symbols": ["C", "O", "C", "C", "C", "N", "H", "H", "H", "H", "H", "H", "H", "H", "H", "H", "H", "C", "C", "O", "H", "H", "H", "H", "H", "H", "C", "C", "O", "H", "H", "H", "H", "H", "H", "C", "C", "O", "H", "H", "H", "H", "H", "H", "O", "H", "H", "O", "H", "H", "O", "H", "H", "O", "H", "H", "O", "H", "H", "O", "H", "H", "O", "H", "H", "O", "H", "H"], "positions_angstrom": [[1.80576, -2.98447, -4.36306], [2.93316, -3.08701, -3.62465], [2.78312, -2.99288, -2.23414], [4.19251, -3.20492, -1.62239], [5.08809, -4.33556, -2.25302], [4.14377, -3.63617, -0.22511], [1.22416, -2.08555, -4.15864], [1.21996, -3.90256, -4.40826], [2.04543, -2.82508, -5.41437], [2.30442, -2.03151, -2.04782], [2.14901, -3.74074, -1.75799], [4.65527, -2.21958, -1.67757], [5.46411, -4.07721, -3.24295], [4.53444, -5.27448, -2.25698], [6.07919, -4.50694, -1.83296], [3.63435, -4.50048, -0.34162], [5.00703, -3.95288, 0.19272], [-2.90966, 1.54500, 3.20977], [-2.92538, 3.06407, 2.81120], [-4.23988, 3.46127, 2.53618], [-1.93731, 1.12531, 3.46761], [-3.34108, 1.04820, 2.34076], [-3.45897, 1.48975, 4.14961], [-2.40278, 3.36204, 1.90224], [-2.58961, 3.61163, 3.69183], [-4.48791, 3.19113, 1.64899], [1.03906, 1.21714, -0.42133], [-0.16416, 1.87303, -1.17526], [-1.35509, 2.24629, -0.37842], [0.67077, 0.76039, 0.49728], [1.69998, 1.95487, 0.03367], [1.57221, 0.52308, -1.07106], [-0.53093, 1.09884, -1.84920], [0.17474, 2.66238, -1.84622], [-1.83113, 1.42080, -0.26199], [-1.21822, -1.97220, 4.99761], [-0.10600, -1.99812, 3.97659], [-0.35604, -0.94279, 3.13019], [-2.22179, -1.89711, 4.57891], [-1.09893, -1.06865, 5.59550], [-1.23749, -2.72357, 5.78701], [-0.04479, -3.00229, 3.55708], [0.81847, -1.77273, 4.50826], [0.40335, -0.81621, 2.55668], [-1.54498, 1.55736, -4.63875], [-1.73998, 1.00760, -5.39768], [-1.06246, 0.98310, -4.04407], [-0.95298, -0.66936, -3.39360], [-0.44348, -1.09861, -2.70629], [-1.82445, -1.05939, -3.32540], [1.37405, 4.75901, 0.44702], [1.78955, 5.20360, 1.18588], [0.98992, 3.96910, 0.82745], [-1.39813, 5.01833, -0.86695], [-0.54682, 5.30214, -0.53387], [-1.39555, 4.06790, -0.75337], [-0.00365, -1.57013, -1.16064], [-0.83291, -1.47682, -0.69176], [0.66655, -1.39402, -0.50030], [0.25878, 3.00191, 2.42678], [0.23918, 3.17924, 3.36721], [-0.37771, 2.29797, 2.30198], [-4.68446, 2.76480, -0.11221], [-3.77642, 2.48670, -0.23209], [-4.90370, 3.22436, -0.92275], [-2.09567, -0.34971, 0.44421], [-2.92380, -0.76243, 0.19907], [-1.99596, -0.54642, 1.37565]], "lowdin_charge": [-0.1403, -0.1683, -0.1852, -0.3849, -0.0654, 0.0033, 0.0774, 0.0954, 0.0916, 0.1035, 0.1211, 0.1299, 0.0651, 0.0798, 0.0691, 0.0533, 0.0655, -0.0620, -0.3179, -0.0824, 0.0406, 0.0565, 0.0785, 0.0952, 0.1087, 0.0220, -0.0597, -0.2066, -0.1223, 0.0490, 0.0616, 0.0696, 0.0742, 0.1248, 0.0279, -0.0884, -0.3410, -0.0813, 0.0755, 0.0732, 0.0766, 0.1145, 0.1169, 0.0877, -0.0711, 0.0232, -0.0370, -0.0612, -0.0209, 0.0641, -0.0501, 0.0416, -0.0197, -0.0573, -0.0009, -0.0327, -0.0504, 0.0257, 0.0440, -0.0303, 0.0587, 0.0112, -0.0213, 0.0221, 0.0673, -0.0241, 0.0802, 0.0366]}

(2)
{"formula": "C10H4B2Br2O18V", "method": "the ωB97M-V functional and the def2-TZVPD basis", "mol_weight_g_mol": 644.5, "de_lowest_kj_mol": 0.0, "total_charge": -1, "e_tot_ha": -7880.150657, "e_homo_ha": -0.28435, "orbital_gap_ev": 7.42, "symbols": ["O", "V", "O", "O", "C", "O", "B", "O", "C", "O", "O", "C", "O", "C", "O", "O", "O", "C", "O", "B", "O", "C", "O", "O", "C", "O", "C", "O", "O", "Br", "C", "C", "Br", "H", "H", "H", "H"], "positions_angstrom": [[1.23682, -2.56172, -2.03296], [1.36579, -1.61813, -0.74833], [2.62595, -1.97622, 0.13172], [2.25989, 1.97029, -3.58798], [1.54710, 2.39236, -2.72691], [1.07324, 3.60427, -2.56119], [0.30124, 3.70527, -1.31114], [0.24138, 2.26540, -0.82925], [0.94957, 1.53470, -1.57766], [1.16011, 0.34078, -1.47379], [-1.04315, 4.21230, -1.51989], [-1.25927, 5.20041, -0.64424], [-2.26848, 5.78625, -0.46546], [0.06106, 5.45194, 0.10950], [0.95033, 4.55865, -0.33416], [0.23749, 6.30763, 0.89647], [-4.07368, 2.95404, 3.56373], [-3.12977, 2.25191, 3.60417], [-2.98337, 1.04536, 3.07843], [-1.58424, 0.62014, 3.24141], [-0.93359, 1.62212, 4.05615], [-1.77034, 2.64487, 4.24387], [-1.53981, 3.67743, 4.77658], [-1.00672, 0.42151, 1.86819], [-0.56200, -0.76168, 1.76010], [-0.11372, -1.27893, 0.75334], [-0.83248, -1.54115, 3.07579], [-1.46876, -0.71395, 3.86674], [-0.53536, -2.67958, 3.26395], [0.42552, -6.16698, -4.90839], [0.69697, -6.39416, -3.00416], [2.07434, -5.93883, -2.61902], [2.27283, -5.99230, -0.69213], [0.59479, -7.46227, -2.81739], [-0.10087, -5.92568, -2.43603], [2.30993, -4.94071, -2.97499], [2.82129, -6.61536, -3.02508]], "lowdin_charge": [-0.3192, 1.0500, -0.2838, 0.1702, -0.3813, 0.2576, -0.8570, 0.2981, -0.3430, 0.0441, 0.2414, -0.3832, 0.1853, -0.3886, 0.2429, 0.1912, 0.1827, -0.4031, 0.2350, -0.8484, 0.2436, -0.3772, 0.1795, 0.3007, -0.3366, 0.0441, -0.3885, 0.2566, 0.1726, 0.6238, -0.7291, -0.7252, 0.6475, 0.0509, 0.0543, 0.0393, 0.0528]}

(3)
{"formula": "C10H4F6N2O6OsS2Se4", "method": "the ωB97M-V functional and the def2-TZVPD basis", "mol_weight_g_mol": 932.3, "de_lowest_kj_mol": 0.0, "total_charge": 0, "e_tot_ha": -12036.438872, "e_homo_ha": [-0.30100, -0.30094], "orbital_gap_ev": [5.44, 5.45], "symbols": ["Os", "Se", "Se", "Se", "Se", "F", "C", "F", "F", "S", "O", "O", "N", "S", "O", "O", "C", "F", "F", "F", "O", "C", "N", "C", "O", "C", "C", "C", "C", "C", "C", "H", "H", "H", "H"], "positions_angstrom": [[0.39021, 0.79545, -1.81178], [2.17911, 0.77692, -3.21625], [3.20663, 2.84301, -3.29712], [2.08713, 3.97167, -1.61564], [-0.04922, 3.15950, -2.08186], [-4.16328, 0.76677, -3.29260], [-3.69770, -0.16886, -2.47518], [-3.51181, 0.34780, -1.27075], [-4.56308, -1.16935, -2.40521], [-2.10086, -0.78048, -3.16267], [-1.23516, 0.42835, -3.09756], [-2.35048, -1.24271, -4.48186], [-1.73919, -1.83512, -2.08211], [-0.32080, -2.43607, -1.80856], [0.11503, -3.46400, -2.68850], [0.66893, -1.39195, -1.50254], [-0.64421, -3.22468, -0.17412], [-1.02722, -2.32015, 0.71778], [-1.58329, -4.14993, -0.29772], [0.48668, -3.78936, 0.23382], [-0.82187, 0.58539, 0.02250], [0.21334, 0.79929, 0.70251], [1.31039, 1.06237, -0.00969], [2.43036, 1.17073, 0.81973], [3.56659, 1.33274, 0.47736], [1.88313, 1.01577, 2.22276], [2.53099, 1.06247, 3.43377], [1.75928, 0.86482, 4.58036], [0.39268, 0.62722, 4.50008], [-0.25912, 0.57878, 3.26813], [0.51266, 0.77948, 2.14591], [3.59623, 1.24198, 3.48876], [2.23355, 0.89392, 5.55243], [-0.17364, 0.47616, 5.40924], [-1.32200, 0.39205, 3.19656]], "lowdin_charge": [0.8124, 0.3276, 0.0938, 0.0263, 0.1281, 0.1634, -0.6879, 0.1605, 0.1657, 0.6586, -0.5039, -0.2113, -0.2797, 0.6454, -0.2189, -0.4485, -0.6853, 0.1553, 0.1655, 0.1589, -0.0716, -0.4444, -0.0664, -0.3987, 0.1218, -0.0709, 0.0120, -0.0528, -0.0571, 0.0130, -0.0791, 0.1257, 0.1087, 0.1084, 0.1255]}

(4)
{"formula": "C10H5AsBiF6N4O10S3", "method": "the ωB97M-V functional and the def2-TZVPD basis", "mol_weight_g_mol": 835.3, "de_lowest_kj_mol": 33.4, "total_charge": -1, "e_tot_ha": -5599.735190, "e_homo_ha": -0.23914, "orbital_gap_ev": 7.61, "symbols": ["Bi", "F", "C", "F", "F", "S", "O", "O", "N", "S", "O", "O", "C", "F", "F", "F", "O", "As", "O", "O", "C", "C", "C", "C", "C", "C", "S", "O", "O", "O", "H", "H", "H", "H", "H", "N", "C", "N", "C", "N"], "positions_angstrom": [[0.52483, -0.81161, 0.96809], [3.62485, 0.85300, -2.96706], [3.93822, 1.21434, -1.72994], [4.84382, 0.38745, -1.22878], [4.45956, 2.44089, -1.78034], [2.36657, 1.25837, -0.66031], [2.57183, 0.26842, 0.43402], [1.25374, 0.88365, -1.50567], [0.19112, 3.45326, -0.44749], [-0.62070, 2.51622, 0.42916], [-1.86976, 2.13380, -0.15596], [0.15149, 1.40958, 1.11162], [-1.05249, 3.45928, 1.96010], [-1.76109, 4.53740, 1.67442], [-1.76212, 2.68774, 2.79703], [0.07839, 3.82732, 2.57250], [-3.07066, -0.25736, -1.75250], [-1.67860, -1.30563, -1.48135], [-2.20157, -2.83776, -1.51686], [-1.29253, -0.72871, 0.11211], [-0.59943, -0.98997, -3.06275], [-1.26396, -0.40182, -4.12913], [-0.64746, -0.32340, -5.36802], [0.62708, -0.83753, -5.55293], [1.29346, -1.43613, -4.49760], [0.67996, -1.50863, -3.25516], [1.65668, -2.31139, -2.00779], [2.91799, -1.64651, -1.88630], [1.69458, -3.70638, -2.32325], [0.81935, -2.08842, -0.73101], [-2.87436, 0.61070, -1.35463], [-2.26312, -0.02061, -3.97934], [-1.17062, 0.13763, -6.19561], [1.10640, -0.77191, -6.52164], [2.29115, -1.84009, -4.61730], [0.65389, 6.95403, -0.38633], [1.23986, 5.95461, -0.33218], [2.02834, 4.89211, -0.25838], [1.56547, 3.68684, -0.26320], [2.45723, 2.66693, -0.09373]], "lowdin_charge": [1.9432, 0.1398, -0.6530, 0.1460, 0.1317, 0.6401, -0.4792, -0.3162, -0.0654, 0.6572, -0.2717, -0.5470, -0.6692, 0.1559, 0.1259, 0.1375, -0.2371, 0.9197, -0.4293, -0.6400, -0.2277, -0.0704, -0.0634, -0.0621, -0.0514, -0.2690, 0.5171, -0.2817, -0.2558, -0.6017, 0.0219, 0.1028, 0.1055, 0.1063, 0.1234, 0.0908, -0.3921, 0.1039, -0.5031, -0.0823]}

(5)
{"formula": "C10H5Cl5N3ORuSe4", "method": "the ωB97M-V functional and the def2-TZVPD basis", "mol_weight_g_mol": 777.3, "total_charge": 1, "e_tot_ha": -12624.932968, "e_homo_ha": [-0.38890, -0.40795], "orbital_gap_ev": [7.13, 4.88], "spin_multiplicity": 5, "symbols": ["Ru", "Se", "Se", "Se", "Se", "Cl", "C", "C", "Cl", "C", "Cl", "C", "O", "C", "Cl", "C", "Cl", "N", "C", "C", "N", "C", "C", "N", "H", "H", "H", "H", "H"], "positions_angstrom": [[0.91825, 1.18414, -1.00370], [3.30759, 1.07239, -1.09286], [4.27809, 3.10286, -1.47139], [2.69878, 4.59868, -0.82310], [0.70587, 3.54203, -1.36053], [-5.01310, 1.68791, 3.17873], [-3.42428, 1.57637, 2.62523], [-3.18594, 1.41198, 1.22584], [-4.50208, 1.33903, 0.14598], [-1.90317, 1.32322, 0.77663], [-1.57416, 1.13966, -0.91239], [-0.76475, 1.37958, 1.67018], [0.40718, 1.28598, 1.26720], [-1.05376, 1.55296, 3.08729], [0.27735, 1.62593, 4.12268], [-2.35152, 1.64683, 3.53962], [-2.67071, 1.84723, 5.20230], [1.90173, -3.59195, -3.42355], [1.42485, -2.97908, -2.32103], [1.45929, -1.57165, -2.19965], [0.96984, -0.97689, -1.12345], [0.45499, -1.74131, -0.14478], [0.44765, -3.11414, -0.28021], [0.92108, -3.73884, -1.35094], [2.34996, -3.08366, -4.16238], [1.90193, -4.59653, -3.45119], [1.89080, -0.94543, -2.96967], [0.07935, -1.24340, 0.73572], [0.04886, -3.73391, 0.51343]], "lowdin_spin": [1.8378, 0.3549, 0.2656, 0.1723, 0.2476, 0.1059, 0.2220, 0.0099, -0.0073, 0.1106, 0.0404, 0.0952, 0.3213, 0.1565, 0.0666, -0.0225, -0.0209, 0.0004, 0.0011, 0.0151, 0.0150, 0.0033, 0.0003, 0.0004, 0.0000, 0.0000, 0.0078, 0.0007, 0.0000]}

(6)
{"formula": "C10H5Co2N2O6", "method": "the ωB97M-V functional and the def2-TZVPD basis", "mol_weight_g_mol": 367.0, "total_charge": -1, "e_tot_ha": -3710.418560, "e_homo_ha": -0.14121, "orbital_gap_ev": 6.33, "symbols": ["O", "C", "Co", "C", "O", "C", "O", "C", "C", "C", "Co", "C", "O", "C", "O", "C", "O", "H", "H", "H", "C", "N", "N", "H", "H"], "positions_angstrom": [[-3.73502, 0.49747, 1.08036], [-2.85958, 1.09774, 0.60974], [-1.48632, 1.94865, -0.10067], [-1.58832, 1.81115, -1.85295], [-1.66791, 1.76624, -3.01019], [-1.50591, 3.67727, 0.20100], [-1.50034, 4.83072, 0.36128], [0.11692, 1.32988, 0.89727], [0.36386, 0.01084, 0.44465], [-0.23411, -1.18405, 0.34696], [1.51833, 1.18603, -0.21177], [1.89858, 0.79037, -1.94989], [2.23247, 0.67089, -3.05418], [2.84186, 0.41969, 0.68526], [3.65471, -0.10378, 1.31955], [1.98060, 2.89856, -0.20770], [2.28148, 4.00822, -0.22731], [0.21207, 1.68369, 1.93277], [-0.12016, -1.75367, -0.57777], [-0.89478, -1.55717, 1.12177], [0.24062, -4.73036, 0.39909], [-1.07659, -4.86678, 0.49080], [-2.22453, -4.97751, 0.57308], [0.83734, -4.67506, 1.31488], [0.71474, -4.77903, -0.58604]], "lowdin_charge": [0.0527, -0.1819, 0.0227, -0.1715, 0.0623, -0.1933, 0.0494, -0.2944, -0.4269, -0.0547, 0.0347, -0.0980, 0.0902, -0.1205, 0.1116, -0.1384, 0.1152, 0.0678, 0.0331, 0.0396, -0.0659, -0.2122, 0.1670, 0.0562, 0.0553]}